[1]
{"formula": "C19H26FN3O3S", "method": "wB97M-V/def2-TZVPD", "total_charge": 0, "lumo_energy_ha": 0.0218, "e_homo_ev": -8.76, "e_tot_ha": -1627.67573, "smiles": "CC(C)C[C@H](NC(=O)OC(C)(C)C)c1nnc(SCc2cccc(F)c2)o1", "multiplicity": 1, "elements": ["C", "C", "C", "C", "C", "N", "C", "O", "O", "C", "C", "C", "C", "C", "N", "N", "C", "S", "C", "C", "C", "C", "C", "C", "F", "C", "O", "H", "H", "H", "H", "H", "H", "H", "H", "H", "H", "H", "H", "H", "H", "H", "H", "H", "H", "H", "H", "H", "H", "H", "H", "H", "H"], "xyz": [[5.5266, -0.9934, -1.4253], [4.0130, -0.8188, -1.2942], [3.5477, 0.3459, -2.1645], [3.6773, -0.6219, 0.1900], [2.1979, -0.4549, 0.5565], [1.3663, -1.5304, 0.0649], [0.0372, -1.5120, 0.3906], [-0.4124, -0.8305, 1.2805], [-0.6310, -2.3616, -0.3939], [-2.0758, -2.4707, -0.2894], [-2.7140, -1.1236, -0.6246], [-2.4454, -3.5197, -1.3379], [-2.4816, -2.9401, 1.1061], [1.6218, 0.8638, 0.1495], [1.8719, 2.0211, 0.6643], [1.0363, 2.9071, 0.0887], [0.3068, 2.2367, -0.7452], [-1.0030, 2.8127, -1.7129], [-1.7347, 3.9406, -0.4481], [-2.1592, 3.1250, 0.7279], [-1.3878, 3.0928, 1.8841], [-1.7294, 2.2548, 2.9318], [-2.8476, 1.4449, 2.8492], [-3.6138, 1.4991, 1.6993], [-4.7134, 0.7199, 1.6031], [-3.2882, 2.3187, 0.6368], [0.6341, 0.9287, -0.7724], [5.8746, -1.8223, -0.8135], [6.0394, -0.0897, -1.1045], [5.7984, -1.1937, -2.4588], [3.5391, -1.7394, -1.6543], [2.4669, 0.3560, -2.2734], [3.8668, 1.2938, -1.7355], [3.9757, 0.2613, -3.1612], [4.1947, 0.2664, 0.5571], [4.0521, -1.4853, 0.7430], [2.1251, -0.4647, 1.6538], [1.6070, -1.9543, -0.8173], [-2.4132, -0.7999, -1.6193], [-2.3988, -0.3750, 0.0973], [-3.7961, -1.2084, -0.5894], [-2.1171, -3.1960, -2.3221], [-1.9631, -4.4656, -1.1060], [-3.5214, -3.6630, -1.3523], [-2.2085, -2.1942, 1.8471], [-3.5565, -3.0930, 1.1391], [-1.9817, -3.8761, 1.3467], [-0.9727, 4.6739, -0.1949], [-2.5736, 4.4112, -0.9578], [-0.5059, 3.7109, 1.9525], [-1.1115, 2.2250, 3.8153], [-3.1234, 0.7762, 3.6483], [-3.8960, 2.3116, -0.2551]], "forces_ev_per_angstrom": [[-0.3, -0.1, 0.0], [0.2, 0.2, 0.1], [0.0, -0.2, 0.0], [-0.3, -0.2, -0.2], [0.0, -0.1, 0.3], [0.3, -0.1, -0.2], [0.2, -0.2, 0.1], [-0.1, 0.1, 0.2], [0.0, -0.2, -0.2], [-0.7, 0.0, 0.0], [0.3, -0.1, 0.1], [0.3, 0.3, 0.3], [0.3, 0.1, -0.1], [0.1, 0.6, 0.4], [0.9, -1.2, 0.6], [-0.9, 0.7, -1.0], [0.3, 0.5, 0.1], [-0.3, 0.2, -0.3], [0.3, -0.3, -0.2], [-0.1, 0.0, 0.3], [0.0, 0.1, 0.0], [-0.1, 0.0, 0.0], [-0.1, -0.1, -0.1], [0.1, 0.2, -0.1], [0.0, 0.0, 0.0], [-0.1, -0.1, 0.2], [0.0, 0.0, 0.1], [0.1, -0.1, 0.1], [0.1, 0.1, 0.0], [0.1, 0.0, -0.1], [0.0, 0.0, 0.0], [-0.1, 0.1, 0.0], [0.0, 0.1, 0.0], [0.0, 0.0, -0.1], [0.0, 0.0, 0.0], [0.0, 0.0, 0.1], [0.0, 0.1, -0.3], [-0.1, 0.0, 0.0], [0.0, 0.0, -0.1], [0.0, 0.1, 0.0], [-0.1, 0.0, 0.0], [0.0, 0.0, -0.1], [0.0, -0.1, 0.0], [-0.1, 0.0, 0.0], [-0.1, 0.0, 0.0], [-0.1, -0.1, 0.0], [0.0, -0.1, 0.0], [-0.1, 0.1, 0.0], [0.0, 0.1, 0.0], [0.0, 0.0, 0.0], [0.1, 0.0, 0.1], [-0.1, -0.1, 0.1], [-0.1, 0.0, -0.1]], "lowdin_charge": [-0.08, -0.43, -0.06, -0.12, -0.22, 0.14, -0.56, 0.11, 0.05, -0.56, -0.01, -0.02, -0.01, -0.32, 0.12, 0.06, -0.68, 0.99, -0.37, -0.31, -0.05, -0.06, -0.01, -0.28, 0.05, 0.01, 0.06, 0.08, 0.08, 0.08, 0.13, 0.07, 0.09, 0.08, 0.13, 0.12, 0.16, 0.14, 0.09, 0.06, 0.09, 0.09, 0.09, 0.09, 0.08, 0.09, 0.09, 0.08, 0.08, 0.11, 0.11, 0.12, 0.13]}

[2]
{"formula": "C3H4N2S2", "method": "wB97M-V/def2-TZVPD", "total_charge": 0, "lumo_energy_ha": 0.0197, "e_homo_ev": -9.08, "e_tot_ha": -1022.53996, "multiplicity": 1, "elements": ["C", "C", "C", "H", "H", "H", "H", "N", "N", "S", "S"], "xyz": [[0.7077, -0.0386, 0.0622], [0.7139, 1.2988, 0.1262], [-1.2670, 0.8396, -0.1443], [2.4585, -1.1907, 1.2742], [1.6642, 1.9265, 0.1667], [-2.3357, 0.9516, 0.0322], [-1.4678, -2.2416, -1.1313], [-0.5324, 1.7972, -0.0982], [-0.6602, -0.3831, -0.2208], [2.1642, -1.1345, -0.1732], [-1.4453, -1.8250, 0.1064]], "forces_ev_per_angstrom": [[0.7, -2.0, -1.0], [3.1, 1.3, -0.9], [-5.5, -4.1, -0.5], [-0.4, -0.1, -2.5], [-1.7, -0.9, 0.0], [0.0, -0.5, -0.7], [-0.1, -0.5, -0.9], [3.6, 5.6, 1.5], [1.6, 0.5, 1.2], [-1.1, 0.9, 3.1], [-0.1, -0.2, 0.8]], "lowdin_charge": [-0.65, -0.18, -0.33, -0.06, 0.13, 0.13, -0.15, 0.07, -0.48, 0.68, 0.84]}

[3]
{"formula": "C5H11NO", "method": "wB97M-V/def2-TZVPD", "total_charge": 0, "lumo_energy_ha": 0.0303, "e_homo_ev": -9.32, "e_tot_ha": -326.94668, "multiplicity": 1, "elements": ["C", "C", "C", "C", "C", "H", "H", "H", "H", "H", "H", "H", "H", "H", "H", "H", "N", "O"], "xyz": [[0.6723, -2.0268, 0.3265], [0.2747, -0.5770, 0.8676], [-1.4523, -0.5362, -0.9362], [-0.2764, 1.4463, -0.4957], [0.8040, 2.2191, 0.3984], [1.4444, -2.6136, 0.9425], [1.2317, -1.9300, -0.3488], [-0.0667, -2.4990, -0.1665], [-0.2461, -0.6679, 1.6000], [1.2406, 0.0861, 1.3055], [-2.2094, -1.0567, -0.3261], [-0.9713, -1.4522, -1.8154], [-1.9221, -0.0184, -1.6536], [0.5955, 3.3079, 0.0992], [0.4235, 2.0545, 1.4584], [1.7972, 2.0483, 0.3147], [-0.4145, 0.1438, -0.2827], [-0.9249, 2.0718, -1.2877]], "forces_ev_per_angstrom": [[-2.9, 1.1, 11.0], [8.5, 1.1, -8.9], [1.8, -5.7, -1.5], [2.6, 1.9, 1.2], [-5.7, 1.8, 0.4], [-2.1, 0.4, 0.2], [8.3, 2.5, -10.3], [-3.1, -2.2, -0.3], [-6.9, -0.8, 8.6], [-2.5, -2.1, -1.8], [0.6, 0.2, 0.1], [-1.2, 2.2, 2.8], [-1.7, 2.7, -2.0], [0.4, -1.6, 0.6], [0.8, 0.5, -1.1], [3.0, -1.1, -0.4], [0.8, -1.7, 2.5], [-0.8, 0.6, -1.0]], "lowdin_charge": [-0.04, -0.08, -0.07, -0.52, 0.00, 0.13, -0.06, 0.02, -0.01, 0.17, 0.10, 0.18, 0.02, 0.10, 0.09, 0.02, -0.10, 0.06]}

[4]
{"formula": "C4H5N3", "method": "wB97M-V/def2-TZVPD", "total_charge": 0, "lumo_energy_ha": -0.0279, "e_homo_ev": -10.03, "e_tot_ha": -319.56563, "multiplicity": 1, "elements": ["N", "C", "C", "C", "N", "C", "N", "H", "H", "H", "H", "H"], "xyz": [[0.5960, 1.6028, 2.1768], [0.0684, 0.7594, 1.5742], [0.1469, 0.6832, -0.4991], [1.0374, -0.5200, -0.5792], [0.1647, -1.5888, -0.1141], [-0.9966, -1.0778, -0.0170], [-1.1325, 0.2269, -0.5565], [0.3969, 1.6420, -0.9650], [1.5442, -0.7414, -1.5330], [1.8012, -0.3235, 0.1677], [-1.8335, -1.5400, 0.4899], [-1.7932, 0.8772, -0.1447]], "forces_ev_per_angstrom": [[-0.2, 0.0, 0.3], [1.5, 1.2, -1.0], [-0.1, 0.0, 0.5], [0.0, 0.2, 0.4], [-0.4, 0.1, 0.2], [-0.1, -0.4, -0.3], [-0.2, -0.1, -0.3], [-0.1, -0.1, 0.8], [-0.5, 0.3, 0.1], [0.4, -0.4, -0.1], [-0.1, -0.2, -0.4], [-0.3, -0.4, -0.3]], "lowdin_charge": [0.01, -0.22, -0.13, -0.20, 0.08, -0.21, 0.01, 0.14, 0.14, 0.12, 0.13, 0.14]}

Computed values of ΔE to the lowest compared entry with this formula, charge and spin (unit: kJ/mol) for the preceding records, in sequence: 17.59 198.72 484.84 384.85.